# 1
This record from the Open Molecules 2025 dataset describes the ion C15H23N2O2 with charge +1. The level of theory is wB97M-V/def2-TZVPD.

Calculated values
E_LUMO: -2.5364 eV
DFT total energy: -22996.9895 eV
Gap between HOMO and LUMO: 9.69 eV
Total charge: +1
Largest force on an atom: 3.35 eV Å⁻¹
HOMO energy: -12.2 eV
SMILES: CCOC(=O)C[NH2+][C@@H](c1ccccc1)N1CCCC1
ΔE to the lowest compared entry with this formula, charge and spin: 22.0 kcal/mol

Atoms and positions in Å:
C: 0.469 -3.507 5.405
C: 0.304 -3.464 3.908
O: 0.744 -2.130 3.434
C: 0.413 -1.920 2.159
O: -0.254 -2.727 1.509
C: 0.885 -0.631 1.482
N: 0.038 -0.536 0.273
C: 0.398 0.257 -0.854
C: -0.486 -0.129 -2.039
C: -0.016 0.056 -3.346
C: -0.848 -0.207 -4.434
C: -2.144 -0.693 -4.214
C: -2.589 -0.947 -2.911
C: -1.754 -0.667 -1.816
N: 0.273 1.663 -0.552
C: -0.246 2.554 -1.565
C: 0.126 3.975 -1.122
C: 1.200 3.807 -0.041
C: 1.344 2.294 0.205
H: 0.320 -4.539 5.736
H: 1.464 -3.189 5.727
H: -0.284 -2.893 5.909
H: 0.933 -4.218 3.416
H: -0.743 -3.623 3.630
H: 0.734 0.238 2.128
H: 1.941 -0.703 1.177
H: -0.857 -0.170 0.592
H: -0.072 -1.536 0.024
H: 1.460 -0.011 -1.056
H: 0.999 0.437 -3.488
H: -0.485 -0.034 -5.448
H: -2.814 -0.875 -5.052
H: -3.576 -1.370 -2.721
H: -2.104 -0.892 -0.800
H: -1.337 2.433 -1.683
H: 0.180 2.358 -2.564
H: -0.764 4.452 -0.712
H: 0.475 4.564 -1.975
H: 2.160 4.213 -0.371
H: 0.910 4.318 0.883
H: 2.343 1.931 -0.111
H: 1.262 2.062 1.277

***

# 2
This record from the Open Molecules 2025 dataset describes the molecule C15H23N3O3. The level of theory is wB97M-V/def2-TZVPD.

Calculated values
E_LUMO: 0.7813 eV
DFT total energy: -26541.6206 eV
Gap between HOMO and LUMO: 9.23 eV
Largest force on an atom: 0.64 eV Å⁻¹
HOMO energy: -8.5 eV
SMILES: CCCCNC(=O)NNC(=O)COc1cc(C)cc(C)c1
ΔE to the lowest compared entry with this formula, charge and spin: 33.2 kcal/mol

Atoms and positions in Å:
C: -0.728 -4.952 2.321
C: -1.305 -5.349 0.968
C: -1.774 -4.151 0.143
C: -0.619 -3.253 -0.305
N: -1.071 -2.176 -1.161
C: -1.272 -0.928 -0.669
O: -0.900 -0.537 0.417
N: -2.008 -0.105 -1.518
N: -1.967 1.262 -1.213
C: -1.733 2.157 -2.190
O: -1.723 1.852 -3.370
C: -1.573 3.590 -1.688
O: -1.098 3.681 -0.370
C: 0.174 3.226 -0.103
C: 0.587 3.349 1.219
C: 1.840 2.908 1.609
C: 2.271 3.013 3.040
C: 2.678 2.339 0.658
C: 2.280 2.211 -0.663
C: 3.205 1.608 -1.677
C: 1.021 2.659 -1.044
H: -0.497 -5.839 2.906
H: -1.444 -4.351 2.878
H: 0.185 -4.375 2.204
H: -2.159 -6.012 1.128
H: -0.556 -5.906 0.401
H: -2.299 -4.515 -0.745
H: -2.477 -3.556 0.728
H: -0.146 -2.777 0.555
H: 0.127 -3.842 -0.848
H: -1.551 -2.440 -2.007
H: -1.956 -0.229 -2.526
H: -1.770 1.440 -0.234
H: -2.560 4.064 -1.676
H: -0.937 4.137 -2.395
H: -0.093 3.790 1.931
H: 3.346 3.164 3.111
H: 1.763 3.835 3.539
H: 2.023 2.091 3.567
H: 3.656 1.987 0.953
H: 3.986 2.321 -1.942
H: 3.687 0.719 -1.274
H: 2.669 1.337 -2.583
H: 0.721 2.551 -2.075